Density functional theory data (ωB97M-V/def2-TZVPD) for a molecular structure, C38H29N12O3Rb.

orbital gap (alpha / beta): 4.931 / 4.940 eV
total charge: -2
HOMO level (alpha / beta): -1.060 / -1.064 eV
multiplicity: 1

Structure (XYZ):
```
83
C38H29N12O3Rb ωB97M-V/def2-TZVPD
N 1.3622 -2.6425 3.0397
H 3.9808 -1.0228 -1.9025
H -6.2659 1.8851 0.9176
C 4.6098 0.4160 5.6083
H -3.0724 -2.2408 -3.7324
C -5.0291 0.1650 1.2636
C 3.7634 -1.6752 4.7237
N 0.9208 -0.2543 2.8880
N 3.7795 -0.0352 -1.9240
H -1.1795 2.3258 -4.7970
N -1.1575 1.7220 2.5453
H 3.8089 -2.7515 4.6054
C -6.1924 0.8052 0.8726
H 1.5613 -5.6464 3.2582
O 2.3832 1.4643 -0.9571
C 3.0844 0.4706 -0.8290
N -0.6225 1.1805 -2.5197
C -0.1591 -4.5189 2.6298
O -1.1473 -2.6964 -2.4925
C -1.5574 -6.9042 2.7099
C -0.1971 -6.8694 3.0182
H 0.3046 -7.7880 3.3015
C -3.7322 0.6238 1.7987
H 5.1226 -1.2246 0.0215
C -1.9105 -3.1617 2.0368
H 3.3717 0.2668 -2.7940
N -3.5310 1.8732 2.1851
H -2.1940 0.9981 -5.4163
N -3.1598 -2.8171 1.7451
H -3.2918 -5.7573 2.1195
H -1.1238 6.2755 5.9070
H -8.1729 0.5029 0.1085
C 0.5112 -5.6748 2.9929
N 0.9571 2.0515 3.6480
H -3.5629 -0.7016 -4.4940
C -1.4286 5.4791 5.2369
C -4.9234 -1.2301 1.1877
C 4.7030 -0.9729 5.4626
H 3.6494 -2.2203 -0.1268
C -1.5233 -4.5590 2.3026
H -3.4756 6.1140 5.2554
H 5.5182 -1.5053 5.9400
H 2.7454 0.0721 1.1152
N -2.9117 -0.4296 1.9850
C -0.2735 2.3988 3.3055
Rb -0.7461 -0.2170 0.3377
C -5.9785 -2.0086 0.7473
C -2.2340 -5.7453 2.3517
C -0.9216 3.5714 3.9101
C -0.4922 4.5638 4.7772
O -0.2736 2.5420 -2.6674
C -7.1473 -1.3640 0.3628
H -7.9925 -1.9426 0.0076
N 3.3382 -0.1701 0.3347
C -2.7703 5.3943 4.8547
C 2.7480 -0.9569 4.1066
C 0.2084 -3.0916 2.5748
C 4.1160 -1.3898 0.4154
C -1.6796 -0.7135 -3.3912
C -2.2663 3.4957 3.5144
C -1.3889 0.7126 -3.4316
H 0.4391 2.6029 -2.0214
H -5.8804 -3.0859 0.7023
N -0.8466 -2.3614 2.1729
N -0.9660 -1.4268 -2.5509
C -2.7203 -1.3589 -4.2714
C -1.9333 1.5825 -4.5364
H -4.2412 4.3140 3.6910
H 5.3556 0.9307 6.2043
H -2.2928 -1.7167 -5.2167
H 4.1984 -1.6788 1.4540
C 1.4588 0.8281 3.5007
C -2.3617 2.2910 2.6774
C -3.5620 -1.5556 1.6519
H 3.5041 2.2070 5.1214
C 3.5857 1.1329 5.0089
C -3.2042 4.3964 3.9932
C 1.6127 -1.3479 3.2631
H 0.5452 4.6111 5.0850
C 2.6604 0.4369 4.2434
H -2.8240 2.1174 -4.1989
H -2.0974 -7.8429 2.7606
C -7.2504 0.0266 0.4211
```

Atom charges from the natural (NBO) analysis, given in e for atoms 1 to 6: N -0.49; H 0.37; H 0.21; C -0.24; H 0.24; C -0.10


Density functional theory data (ωB97M-V/def2-TZVPD) for a molecular structure, C38H30GeN2O9SV in a non-equilibrium geometry.

energy relative to the best compared isomer or geometry (same formula, charge and spin): 1.886 eV
orbital gap (alpha / beta): 7.270 / 7.674 eV
HOMO level (alpha / beta): -8.745 / -8.766 eV
multiplicity: 2
<S²>: 0.763

Structure (XYZ):
```
82
C38H30GeN2O9SV ωB97M-V/def2-TZVPD
C 1.9514 -6.1763 -5.9580
C 1.9979 -3.5343 0.1351
C 1.3318 -3.8330 1.3311
H 2.6316 -1.8699 -7.0914
O -2.9963 -0.8019 -2.2076
Ge 0.5139 -2.2936 -5.0536
C 1.1794 -4.1635 -4.8692
H 1.2600 -4.2114 -2.7222
C 0.4966 -1.8495 -6.9851
C -1.1444 0.9301 3.7678
O -1.4066 -1.0699 -0.6932
H 0.5651 0.6506 -4.5808
O -1.9859 -1.5164 3.1142
C 1.8495 -2.2867 -0.4300
H 2.0461 2.2370 -3.4300
C 1.7573 -1.4843 -9.0074
C 1.9781 -6.0326 -3.5688
C 0.5695 -2.8756 1.9570
C -0.6381 -1.4111 -9.0632
C 1.4540 0.2878 -4.0838
C 2.2327 -6.7451 -4.7283
C -0.3446 4.5421 -1.6303
C -1.3974 1.9251 5.9217
C 1.7622 -1.0665 -4.1271
O 0.3694 1.4938 0.1850
H -0.3833 3.7079 7.5758
C 0.3251 3.9681 -0.3717
C 3.7805 -0.6082 -2.8873
C -1.7370 0.9314 5.0170
H 0.0102 -3.0643 2.8602
O 0.7687 4.6012 0.5615
C -0.0669 3.9577 6.5675
H -1.4816 -3.3035 -2.4102
H 1.2077 -4.4530 -6.9825
H 3.2140 -2.5468 -3.6039
C -0.4610 2.8982 5.5909
C 2.9432 -1.4996 -3.5389
H -1.5598 -0.9875 -4.3065
C 0.1038 2.8924 4.3182
H -2.4511 0.1638 5.2721
C -0.5125 3.3990 -2.6446
C 1.7131 -1.7432 -7.6507
N -0.1068 -0.4862 1.7305
H -2.0417 -2.6495 -4.6066
H -0.1081 -2.1758 -2.3240
C -0.2379 1.9130 3.4074
C -1.1419 -2.2971 -2.6682
O -0.7349 3.4924 -3.8226
H 2.1443 -6.7232 -6.8696
H 1.4211 -4.8222 1.7562
H -1.8731 1.9503 6.8917
C 3.4415 0.7328 -2.8175
C 1.4543 -4.7527 -3.6397
H 4.0882 1.4281 -2.3032
H 0.8022 3.6659 4.0352
H 4.7012 -0.9582 -2.4410
C 2.2860 1.1821 -3.4350
O -2.3732 0.3360 1.5198
O -0.5657 0.9611 -1.9950
C 0.5788 -1.3231 -9.7166
O -0.7535 5.6612 -1.7678
C 0.2307 2.5362 -0.5647
S -1.5429 -0.2847 2.5251
H 0.2033 1.9092 2.4217
H 2.1938 -6.4796 -2.6074
H 2.6065 -4.2808 -0.3463
H -1.6311 -1.7413 -7.2001
H 2.7113 -1.4110 -9.5091
H 2.3263 -2.0116 -1.3646
C -1.2639 -2.0283 -4.1644
C 0.5121 -1.6046 1.3561
H -1.5577 -1.2780 -9.6149
H -0.5350 4.8985 6.2832
C -0.3119 2.1774 -1.8257
H 0.6133 -1.1283 -10.7781
C -1.9748 -1.3159 -1.8461
H 1.0113 4.1024 6.5607
H 2.6496 -7.7404 -4.6762
V -0.3194 -0.0021 -0.1028
C 1.4273 -4.8983 -6.0221
N 1.1170 -1.3505 0.1695
C -0.6772 -1.6733 -7.7043
```

Atom charges from the Löwdin analysis, given in e for atoms 1 to 6: C -0.08; C -0.04; C -0.03; H 0.10; O 0.17; Ge 1.07


Density functional theory data (ωB97M-V/def2-TZVPD) for a molecular structure, C38H31AgF4N8O3S2SeSi in a non-equilibrium geometry.

energy relative to the best compared isomer or geometry (same formula, charge and spin): 3.233 eV
orbital gap (alpha / beta): 3.989 / 3.837 eV
total charge: -2
HOMO level (alpha / beta): -2.196 / -2.158 eV
multiplicity: 1

Structure (XYZ):
```
89
C38H31AgF4N8O3S2SeSi ωB97M-V/def2-TZVPD
H 1.2923 -1.6469 3.8927
N -0.8462 3.4828 9.6408
O -0.4432 -3.3063 7.7690
F -1.0601 0.5051 3.0421
C 1.9822 -4.6239 -0.2822
N -0.6163 -0.6160 8.4955
H -1.2693 -2.7788 7.8185
H 5.2782 -1.0592 -2.2868
N -1.6380 -1.0798 0.0879
N 1.6796 -0.0116 2.7150
O 2.1309 -0.1191 7.3845
C -0.8277 2.7632 8.7343
C 1.7069 1.4885 5.0620
H 1.1664 -5.9330 1.2276
C 1.4667 -0.5745 3.9057
N -0.0044 1.7714 0.4563
C -1.5940 -2.3515 0.2317
F -0.7995 -0.1064 5.5361
C -1.0727 1.5239 3.9139
O 0.4980 -1.6112 -1.6181
H -5.2941 -0.5788 0.5150
H -5.6695 -0.6615 5.1543
H 5.5804 0.6634 -2.5396
C 5.5555 -0.1284 -1.7854
F -1.1587 4.4769 6.6819
H 2.8721 -5.2233 -0.4403
C -5.7193 0.8032 2.0942
C -0.7006 0.4784 8.1203
H 2.5317 -3.1294 -1.7374
C -0.3142 -3.0806 0.1010
H 4.3550 1.9240 1.3990
H 1.5374 -3.0110 7.9921
C -0.7623 2.3493 1.1309
H 3.5563 -0.9756 1.5489
H 1.7256 2.0500 5.9876
C 1.0253 -5.0300 0.6478
S -2.1162 1.1110 -1.9077
S -4.5927 1.4702 -0.4322
C -5.9824 2.1097 2.4959
H 3.9035 -2.0803 0.2215
C -0.9279 1.2082 5.2455
C -3.0737 0.5506 -0.6121
H 0.5493 -1.6799 8.6064
H -5.3685 -1.2002 2.7603
H -0.8603 -4.5703 1.5382
C 1.8934 2.0948 3.8334
Se 2.4234 0.8050 -1.5691
C 1.8057 -3.4623 -1.0057
H -3.7146 -2.5944 0.1616
N -2.6375 5.2257 1.1386
H -6.0433 2.8933 1.7475
Si 4.3110 0.2711 -0.4406
C 1.9162 1.2984 2.6933
C -5.7760 0.1158 4.4070
C 4.9458 1.7640 0.4942
H 0.1110 -1.9591 5.8201
C -5.6445 0.4432 0.6395
C 0.6600 -2.6646 -0.8367
H -6.1937 1.6531 5.8441
C 1.4839 -0.5699 6.4474
C -6.0635 1.4159 4.7960
C -2.8415 -3.1596 0.4692
C -1.3950 3.1483 2.0266
C -1.2641 2.8221 3.4567
C -5.6005 -0.1841 3.0629
C 4.2455 -1.1726 0.7255
H -6.3426 3.4389 4.1354
H 2.1378 1.7252 1.7218
H 4.8623 2.6609 -0.1242
H 5.2460 -1.3509 1.1355
H -2.9449 -3.3950 1.5326
C -1.2858 3.7705 4.4724
F -1.4474 5.0689 4.1621
C 1.5118 0.1143 5.1090
N -2.8681 -0.4513 0.2004
H 2.0367 3.1649 3.7525
C -0.8113 1.8096 7.6815
H 5.9930 1.6344 0.7900
H 6.5602 -0.2415 -1.3631
C -0.1121 -4.2618 0.8167
C -2.0805 4.2977 1.5396
N 0.7725 -1.7124 6.5394
H -6.6364 0.5404 0.1922
Ag 0.1570 0.0816 -0.6146
C 0.6353 -2.4250 7.8131
C -0.9341 2.1520 6.2743
H -2.7889 -4.0966 -0.0845
C -1.1174 3.4554 5.8046
C -6.1514 2.4147 3.8358
```

Atom charges from the Löwdin analysis, given in e for atoms 1 to 6: H 0.12; N 0.09; O -0.06; F 0.10; C -0.10; N 0.13


Density functional theory data (ωB97M-V/def2-TZVPD) for a molecular structure, C38H31BrMgN5O4 in a non-equilibrium geometry.

energy relative to the best compared isomer or geometry (same formula, charge and spin): 0.000 eV
orbital gap: 7.284 eV
total charge: -1
HOMO level: -5.276 eV
multiplicity: 1

Structure (XYZ):
```
80
C38H31BrMgN5O4 ωB97M-V/def2-TZVPD
Br 1.6612 -6.3979 -0.2136
H -0.7753 1.9592 -5.7788
H -1.4143 -2.4813 5.9507
C -0.9750 -5.4814 0.5415
C -1.5537 -3.1748 0.7230
C 0.1504 3.1209 -0.2810
H 1.6238 -3.4143 -0.2269
C -1.3514 -1.1771 -3.6270
C -0.2551 -1.4918 4.4223
H 2.1894 6.5456 -0.5539
H 0.4047 2.9135 -4.1151
C 2.6524 -0.4260 1.1675
C 1.6191 5.6439 -0.4795
C -2.0379 0.1967 -5.5136
C -2.5683 0.6289 -0.3747
C -0.1783 0.8737 -4.0536
H -2.9264 -4.8295 1.1274
H -2.3006 -3.0569 -3.3173
H 4.5398 -0.2428 2.1419
C -1.3033 -1.5675 5.3676
C -0.9832 1.0630 -5.1783
C 3.9722 -0.9139 -1.1639
C -1.9336 -4.5097 0.8342
C -0.9564 0.7188 3.8634
H 3.2285 4.4807 0.3619
C -1.7927 1.8877 -0.5306
H 0.7222 -3.0279 3.2452
H 1.7761 1.7883 -4.0946
H 0.8825 2.1406 -2.6194
N 1.9817 -0.6150 0.0437
H -3.5241 2.9761 -1.3530
C -0.4295 4.3003 -0.8675
C -2.1641 -0.5203 5.5612
H -2.0500 -2.1076 -1.8082
H -2.2514 -2.3771 0.9541
Mg 0.0012 -0.4881 0.1423
N -0.5302 1.9341 -0.2388
H -1.2780 -6.5316 0.6367
C 2.5929 -0.8179 -1.1482
C -0.3290 -0.3211 -3.2830
H -2.9952 -0.6969 6.2960
C -0.7573 1.9774 3.0864
N 0.6218 -0.4691 2.3235
N 0.4772 -0.5876 -2.1441
C 1.7652 -0.8930 -2.4073
H -0.6798 -2.9154 -2.5193
H -2.7056 0.4276 -6.3378
O 2.5918 0.1795 3.3777
H -0.1824 6.4261 -1.4327
C 0.3038 5.5451 -0.9626
H 1.8911 2.3892 0.6718
C 0.7884 1.9648 -3.6857
C -1.7546 4.2048 -1.3079
C -2.1831 -0.9574 -4.7542
O 2.2861 -1.1335 -3.4992
C 0.6195 -3.7355 0.0744
H 0.3693 -3.4583 4.9956
C 4.7106 -0.6741 0.0253
C 4.0576 -0.4383 1.1968
O -3.7396 0.5315 -0.7681
H -1.0119 2.8456 3.6590
H -2.5027 1.5699 5.0487
H -2.9663 -1.6581 -5.0263
C 1.4475 3.2768 0.2237
C 1.9095 -0.2361 2.4213
O -1.9083 -0.3671 0.1540
H -1.4247 1.9961 2.2243
C 0.6644 -2.6653 4.3042
H 0.3168 2.0412 2.7831
H 5.7999 -0.7128 0.0272
C 2.1968 4.4552 0.0401
C 0.3255 -5.1017 0.1550
H 4.4559 -1.1691 -2.1331
C -1.6098 -2.3910 -2.7536
C -2.4535 3.0533 -1.1327
N -0.2839 -2.7923 0.3919
H 1.7127 -2.3626 4.5505
C -1.9467 0.6642 4.8448
C -0.1542 -0.4153 3.5394
H -2.1882 5.0818 -1.8142
```

Atom charges from the Löwdin analysis, given in e for atoms 1 to 6: Br 0.72; H 0.10; H 0.10; C -0.11; C -0.09; C -0.22


Density functional theory data (ωB97M-V/def2-TZVPD) for a molecular structure, C38H31Cl2FN5O8S6SbZr in a non-equilibrium geometry.

energy relative to the best compared isomer or geometry (same formula, charge and spin): 24.983 eV
orbital gap: 4.314 eV
total charge: -2
HOMO level: -1.409 eV
multiplicity: 1

Structure (XYZ):
```
93
C38H31Cl2FN5O8S6SbZr ωB97M-V/def2-TZVPD
H -0.5925 -4.6998 -3.7038
H 3.0320 -1.6126 -2.4109
N 4.1632 -1.0472 7.5014
C 1.6972 -2.3835 5.2022
H 4.0918 7.5358 2.7148
H 1.8919 4.4474 -1.6094
H 0.3847 -5.8656 2.1021
H 5.0025 1.9702 -2.1715
S -2.1845 -1.1305 -1.3096
H 1.6130 0.1060 -5.2478
F 1.3848 4.6912 5.6558
H 3.2115 6.5243 -0.9009
Zr -0.7002 0.2932 0.3716
C 2.7414 5.8860 2.5299
H 3.5522 -3.9602 -2.9061
H -2.3718 -2.3747 1.2264
H 3.7405 -2.8022 5.5654
C 0.9495 3.2427 -0.1745
N 0.0340 -4.1758 1.0484
C 0.0169 2.6671 -1.2443
C 0.2091 -4.0263 -3.4295
H 5.1368 5.7528 1.3121
C -2.3987 -0.9482 2.8063
H 2.8386 7.7501 1.4958
C 2.1150 0.5633 -3.2233
H 4.4406 -0.1236 7.7978
H 4.0955 4.3992 -1.9007
C 4.2614 1.5733 -2.8565
C 3.6678 5.7693 -0.2518
C 0.9261 0.2535 6.0311
O 0.3565 1.8453 1.6748
C 2.5512 -4.3402 0.0876
H 5.4006 5.5196 -1.5036
N 0.0774 -1.8358 0.9100
Cl 0.1734 -2.3426 4.8685
Cl -2.9138 -3.7231 3.0835
C 2.0568 -5.4003 0.7707
C 4.5240 1.5260 -4.2174
C 0.3967 -0.7245 5.3143
C 0.7444 -5.2314 1.2901
C 2.2834 4.8823 1.6569
C -2.0955 -2.3704 2.2797
C 2.4337 5.7926 3.8662
H 2.8417 1.1193 -1.2968
O -2.8003 -0.8455 4.1345
H 4.9407 -1.5212 7.0634
C 2.2415 -2.2818 -2.7182
C 1.4774 3.8466 2.1383
C 1.6608 4.7303 4.3332
S -0.3074 -2.4421 2.4474
C 3.0548 1.0991 -2.3559
C 3.5253 7.0203 1.9384
S -4.4807 -0.2879 -4.4431
N 2.5713 4.9458 0.3016
S -0.8514 -0.0736 -4.8761
O 0.9775 0.0757 -0.9677
H 1.7429 -5.5228 -3.5577
C 4.4442 6.4681 0.8593
C 1.5166 -4.4843 -3.3465
H -1.0905 -2.3244 -3.3297
O -1.5552 -0.0467 2.3095
C -0.0848 -2.6924 -3.1939
O -1.0275 2.1321 -0.7094
O 0.2809 2.8411 -2.4154
H 5.0598 4.1352 -0.4480
H 0.4777 1.2396 6.0527
H 5.4683 1.8909 -4.6051
C 1.1744 3.7625 3.5051
H 3.5022 -4.4059 -0.4343
H 5.0407 7.2599 0.4035
C 2.5308 -3.6096 -2.9917
C 3.0109 -1.0415 6.6825
O -1.0189 -2.7400 5.8251
H 3.7631 0.9551 -6.1435
H 2.6317 -6.2991 0.9440
O -3.7309 -0.6065 2.9854
H 2.7663 6.5501 4.5653
C 4.6069 4.9010 -1.0808
Sb -2.6532 0.6401 -3.4564
C 2.1584 0.0222 6.7707
N 1.9589 -3.1308 0.0537
C 2.3682 0.5107 -4.5877
C 0.9386 -1.8238 -2.8381
C 0.7466 -2.9690 0.5240
H 0.2735 -3.7847 4.5676
H 2.4725 0.8180 7.4383
C 1.8094 4.2214 -0.5520
S 0.5619 -0.0821 -2.5359
C 2.8659 -2.2129 5.8195
H 0.5557 2.9483 3.8596
C 3.5710 0.9975 -5.0782
C 0.8970 2.8717 1.2149
S -3.2149 0.0673 0.0083
```

Atom charges from the Löwdin analysis, given in e for atoms 1 to 6: H 0.10; H 0.11; N 0.06; C -0.29; H 0.12; H 0.15


What is the multiplicity in the fourth record? 1


Look up the multiplicity of the fourth one. 1